A cluster of 13 separate species, C96H206N6O6 in total, computed with ωB97M-V with the def2-TZVPD basis set.

The geometry in XYZ format:
```
314
Properties=species:S:1:pos:R:3:lowdin_spin:R:1
C -1.41 4.50 -1.33 0.000
C -2.57 5.03 -0.53 0.000
C -3.82 5.43 -1.36 0.000
C -5.00 5.64 -0.41 0.000
C -6.22 6.25 -1.07 0.000
C -7.44 6.51 -0.20 0.000
H -0.90 5.20 -1.95 0.000
H -1.69 3.72 -1.99 0.000
H -0.67 4.09 -0.65 0.000
H -2.90 4.28 0.15 0.000
H -2.31 5.95 0.08 0.000
H -4.08 4.62 -2.07 0.000
H -3.59 6.37 -1.87 0.000
H -5.18 4.66 0.17 0.000
H -4.66 6.29 0.40 0.000
H -5.90 7.19 -1.54 0.000
H -6.52 5.57 -1.88 0.000
H -8.27 6.87 -0.74 0.000
H -7.77 5.60 0.35 0.000
H -7.26 7.27 0.57 0.000
C 4.16 -3.93 -4.79 0.000
C 4.27 -2.96 -5.95 0.000
C 2.95 -2.22 -6.11 0.000
C 2.83 -0.95 -5.31 0.001
C 1.38 -0.48 -5.35 0.000
C 1.32 0.96 -4.80 0.000
H 3.76 -4.87 -5.16 0.000
H 3.39 -3.62 -4.11 0.000
H 5.08 -4.17 -4.20 0.000
H 5.09 -2.24 -5.78 0.000
H 4.47 -3.60 -6.84 0.000
H 2.11 -2.94 -5.86 0.000
H 2.82 -2.04 -7.14 0.000
H 3.00 -1.08 -4.25 0.000
H 3.36 -0.14 -5.63 0.000
H 1.05 -0.44 -6.37 0.000
H 0.67 -1.10 -4.75 0.000
H 1.68 1.66 -5.63 0.000
H 0.33 1.33 -4.54 0.000
H 2.03 1.24 -3.98 0.000
C 4.25 -3.84 -0.55 0.000
C 5.25 -3.19 0.36 0.001
C 4.90 -3.45 1.84 0.006
C 5.83 -2.80 2.80 0.000
C 5.78 -1.29 2.81 0.000
C 6.88 -0.60 3.56 0.004
H 3.23 -3.47 -0.41 0.000
H 4.14 -4.91 -0.34 0.000
H 4.55 -3.61 -1.59 0.000
H 6.28 -3.37 0.07 0.000
H 5.14 -2.13 0.29 0.000
H 4.89 -4.55 1.96 0.000
H 3.84 -3.08 2.05 0.001
H 5.54 -3.23 3.77 0.000
H 6.89 -3.17 2.62 0.000
H 5.66 -1.00 1.77 0.000
H 4.77 -1.05 3.19 0.000
H 6.97 -0.92 4.62 0.000
H 7.84 -0.70 3.04 0.001
H 6.68 0.48 3.53 0.003
C -6.55 0.13 1.66 0.000
C -6.14 1.26 0.79 0.000
C -7.16 1.77 -0.33 0.000
C -8.52 2.26 0.24 0.000
C -9.37 2.87 -0.89 0.000
C -9.84 1.80 -1.89 0.000
H -5.68 -0.31 2.16 0.000
H -6.96 -0.74 1.13 0.000
H -7.31 0.47 2.37 0.000
H -5.79 2.16 1.33 0.000
H -5.18 1.08 0.19 0.000
H -7.38 0.86 -0.95 0.000
H -6.68 2.52 -1.07 0.000
H -8.95 1.32 0.67 0.000
H -8.39 2.94 1.11 0.000
H -10.25 3.51 -0.65 0.000
H -8.66 3.56 -1.49 0.000
H -10.75 1.33 -1.40 0.000
H -10.18 2.33 -2.81 0.000
H -9.14 1.04 -2.12 0.000
C -4.10 2.24 -3.29 0.002
C -5.38 2.87 -3.77 0.000
C -5.33 3.55 -5.16 0.000
C -6.74 4.22 -5.44 0.000
C -7.87 3.19 -5.27 0.000
C -7.82 1.93 -6.17 0.001
H -4.26 1.74 -2.32 0.000
H -3.39 3.00 -3.03 0.000
H -3.80 1.56 -4.09 0.001
H -6.19 2.12 -3.77 0.000
H -5.63 3.65 -3.03 0.000
H -5.08 2.75 -5.90 0.000
H -4.57 4.30 -5.19 0.000
H -6.86 5.04 -4.78 0.000
H -6.77 4.63 -6.48 0.000
H -7.91 2.84 -4.23 0.000
H -8.78 3.83 -5.55 0.000
H -6.83 1.41 -6.17 0.001
H -8.62 1.26 -5.94 0.000
H -7.89 2.18 -7.21 0.000
C 0.56 8.28 5.91 0.000
C 0.22 7.43 4.65 0.000
C 0.81 6.08 4.63 0.000
C 0.35 5.10 3.60 0.000
C 0.87 3.70 3.98 0.000
C 0.33 3.14 5.30 0.000
H 0.03 9.30 5.97 0.000
H 1.61 8.49 6.03 0.000
H 0.28 7.61 6.74 0.000
H -0.88 7.44 4.63 0.000
H 0.47 8.03 3.74 0.000
H 0.52 5.56 5.58 0.000
H 1.88 6.16 4.55 0.000
H -0.75 5.12 3.53 0.000
H 0.68 5.38 2.63 0.000
H 0.75 3.02 3.13 0.000
H 1.92 3.67 4.02 0.000
H 0.76 3.73 6.13 0.000
H -0.75 3.19 5.40 0.000
H 0.59 2.05 5.42 0.000
C -5.25 3.31 4.31 0.000
C -3.89 3.09 3.60 0.000
C -3.46 1.63 3.61 0.000
C -3.01 1.10 4.99 0.000
C -2.43 -0.31 4.97 0.001
C -3.39 -1.49 4.87 0.000
H -5.32 4.37 4.52 0.000
H -5.24 2.75 5.28 0.000
H -6.12 2.98 3.73 0.000
H -3.93 3.41 2.58 0.000
H -3.07 3.64 4.06 0.000
H -2.65 1.58 2.90 0.000
H -4.25 0.90 3.29 0.000
H -2.31 1.76 5.52 0.000
H -3.88 1.01 5.59 0.000
H -1.73 -0.34 4.10 0.001
H -1.79 -0.42 5.85 0.000
H -4.01 -1.51 3.94 0.000
H -3.03 -2.52 4.99 0.000
H -4.21 -1.37 5.53 0.000
C -7.85 -1.08 -3.97 0.006
C -6.56 -1.72 -3.57 0.015
C -6.69 -3.17 -3.46 0.001
C -5.36 -4.02 -3.50 0.001
C -4.54 -3.71 -4.77 0.002
C -4.19 -2.24 -5.13 0.017
N -5.35 -1.50 -4.49 0.448
O -5.19 -0.30 -4.59 0.442
C -3.07 -1.92 -3.98 0.026
C -3.74 -1.91 -6.46 0.004
C -5.96 -1.30 -2.17 0.019
H -7.93 -0.09 -3.51 0.000
H -8.37 -1.67 -3.25 0.000
H -8.18 -1.25 -4.96 0.000
H -7.15 -3.47 -2.53 -0.001
H -7.27 -3.53 -4.27 0.001
H -5.48 -5.08 -3.32 0.000
H -4.80 -3.68 -2.59 0.000
H -4.90 -4.04 -5.76 0.001
H -3.63 -4.30 -4.56 -0.001
H -2.77 -2.75 -3.26 0.001
H -2.25 -1.69 -4.63 0.003
H -3.27 -0.95 -3.68 0.003
H -2.84 -2.46 -6.31 -0.001
H -4.13 -2.62 -7.24 0.000
H -3.69 -0.89 -6.92 0.000
H -6.89 -1.20 -1.59 0.002
H -5.57 -0.30 -2.35 0.002
H -5.09 -1.85 -1.83 0.000
C -2.15 -5.26 -1.91 0.026
C -0.84 -5.74 -2.67 0.041
C 0.59 -5.49 -1.66 0.009
C 0.67 -6.59 -0.63 0.002
C 1.02 -8.01 -1.57 0.000
C -0.39 -8.15 -2.57 0.024
N -1.13 -7.00 -2.96 0.351
O -2.38 -7.24 -3.36 0.457
C -0.08 -9.13 -3.72 0.015
C -1.45 -8.96 -1.53 0.029
C -0.57 -4.82 -3.90 0.033
H -1.73 -4.41 -1.38 0.001
H -2.29 -6.18 -1.28 0.001
H -3.18 -5.05 -2.20 0.003
H 1.52 -5.39 -2.19 0.000
H 0.33 -4.56 -1.16 0.000
H -0.26 -6.80 -0.16 0.000
H 1.48 -6.41 0.09 0.001
H 1.05 -8.86 -0.89 0.000
H 2.01 -7.84 -2.05 0.000
H -1.05 -9.17 -4.11 0.000
H 0.51 -8.51 -4.42 0.000
H 0.31 -10.15 -3.42 0.001
H -0.86 -9.86 -1.02 0.001
H -1.93 -8.27 -0.82 0.000
H -2.28 -9.36 -2.07 0.003
H -1.31 -5.48 -4.45 -0.001
H 0.31 -5.05 -4.42 0.001
H -0.74 -3.77 -3.92 0.003
C 7.74 0.04 -3.63 0.017
C 6.60 0.10 -2.69 0.020
C 6.97 0.41 -1.22 0.000
C 7.33 1.86 -1.03 0.000
C 6.14 2.71 -1.38 0.002
C 5.56 2.62 -2.74 0.028
N 5.74 1.23 -3.14 0.410
O 5.25 0.97 -4.42 0.477
C 4.14 3.06 -2.79 0.008
C 6.43 3.37 -3.70 0.021
C 5.92 -1.28 -2.76 0.008
H 8.36 0.97 -3.78 0.000
H 7.62 -0.39 -4.73 0.003
H 8.50 -0.53 -2.95 0.001
H 6.12 0.02 -0.58 0.001
H 7.99 0.02 -0.85 0.000
H 8.26 1.90 -1.62 0.000
H 7.39 1.89 0.07 0.000
H 6.56 3.73 -1.16 -0.001
H 5.33 2.26 -0.70 0.001
H 3.56 3.05 -3.78 0.000
H 3.61 2.72 -1.90 0.000
H 4.28 4.16 -2.56 0.000
H 6.22 2.80 -4.71 0.002
H 6.28 4.33 -3.77 0.002
H 7.52 3.30 -3.36 0.000
H 5.42 -1.25 -3.69 -0.001
H 5.24 -1.35 -1.83 0.000
H 6.54 -2.16 -2.55 0.000
C 8.93 4.29 4.72 0.016
C 7.90 3.29 5.06 0.030
C 6.89 3.45 6.27 0.000
C 5.85 4.40 5.61 0.000
C 5.01 3.65 4.68 0.001
C 5.80 3.50 3.41 0.026
N 7.23 2.83 3.69 0.430
O 7.90 2.64 2.73 0.452
C 5.30 2.46 2.20 0.003
C 6.11 4.91 2.75 0.017
C 8.83 2.02 5.50 0.007
H 9.38 3.85 3.87 0.001
H 9.75 4.84 5.34 0.002
H 8.35 5.18 4.24 0.000
H 6.43 2.49 6.63 0.000
H 7.69 3.83 7.05 0.000
H 6.28 5.36 5.21 0.000
H 5.30 4.69 6.53 0.000
H 3.98 3.94 4.34 0.000
H 4.95 2.69 5.22 0.001
H 6.14 2.01 1.75 -0.001
H 5.06 1.71 2.92 0.001
H 4.48 2.46 1.52 0.000
H 6.29 4.90 1.63 0.003
H 5.41 5.73 3.12 0.001
H 7.18 4.95 2.71 0.002
H 9.89 1.89 5.85 0.001
H 8.53 1.30 4.65 0.000
H 8.22 1.49 6.23 0.000
C 1.36 -5.30 2.73 0.032
C 0.74 -4.11 3.55 0.024
C -0.37 -4.79 4.40 0.003
C 0.26 -5.74 5.39 0.000
C 1.37 -5.13 6.31 -0.002
C 2.36 -4.31 5.74 0.022
N 1.94 -3.89 4.34 0.454
O 2.68 -2.99 3.61 0.391
C 3.05 -3.50 6.90 0.013
C 3.50 -5.29 5.06 0.030
C 0.18 -3.01 2.69 0.010
H 0.34 -5.65 2.26 0.003
H 1.82 -6.14 3.11 0.002
H 2.00 -4.66 2.10 0.001
H -1.10 -4.20 4.97 0.000
H -1.15 -5.47 3.84 0.000
H 0.89 -6.55 4.92 0.000
H -0.52 -6.28 6.07 0.000
H 1.72 -6.10 6.76 -0.001
H 0.84 -4.58 7.09 0.000
H 4.15 -3.45 6.49 0.000
H 2.64 -2.46 6.97 0.000
H 2.84 -4.06 7.89 0.001
H 3.42 -6.25 5.58 0.001
H 3.56 -5.20 3.88 0.000
H 4.51 -4.90 5.56 0.005
H -0.52 -3.58 2.17 0.000
H 0.86 -2.78 1.91 0.002
H -0.31 -2.08 3.20 0.000
C 1.69 0.28 2.39 0.009
C 1.23 0.57 0.99 0.038
C 2.18 -0.23 0.01 0.001
C 1.58 -0.63 -1.27 0.001
C 0.26 -1.47 -1.18 0.002
C -0.70 -0.55 -0.62 0.034
N -0.07 -0.06 0.96 0.404
O -0.96 0.39 1.61 0.465
C -1.04 0.70 -1.66 0.013
C -1.97 -1.18 -0.26 -0.001
C 1.33 2.07 0.68 0.019
H 0.92 0.79 3.00 -0.001
H 2.73 0.41 2.61 0.000
H 1.61 -0.76 2.59 0.002
H 2.98 0.55 0.12 0.000
H 2.53 -0.92 0.76 0.001
H 2.17 -1.07 -2.13 0.000
H 1.29 0.31 -1.74 0.000
H 0.32 -2.31 -0.55 0.001
H -0.53 -1.80 -1.82 0.000
H -1.51 1.59 -1.35 0.001
H -0.13 0.95 -2.29 0.000
H -1.89 0.26 -2.36 0.002
H -2.27 -2.21 -0.46 0.000
H -2.33 -1.21 0.79 -0.001
H -2.76 -0.51 -0.74 0.000
H 1.33 2.23 -0.40 0.000
H 2.39 2.26 0.87 0.002
H 0.90 2.75 1.41 0.002
```

Results
DFT total energy   -124084.189 eV
Lowest unoccupied orbital energy (spin up / spin down)   0.42 / -0.18 eV
Spin multiplicity   7
HOMO-LUMO gap (spin up / spin down)   7.417 / 8.285 eV
Energy relative to the best compared isomer or geometry (same formula, charge and spin)   473.6 kcal/mol
Maximum force   8.6 eV Å⁻¹